C6H9N | ωB97M-V/def2-TZVPD

Each line ends with the natural charge from an NBO analysis.
Positions of all 16 atoms, in Å:
C: -1.158 -2.188 0.895  -0.700
C: -1.443 -0.787 1.129  0.079
C: -1.478 0.399 0.896  -0.081
C: -0.832 1.024 -0.290  -0.248
N: 0.489 1.513 0.050  -0.389
C: 1.437 1.488 -1.041  -0.261
C: 1.561 0.535 0.091  -0.260
H: -1.472 -2.422 -0.134  0.236
H: -1.675 -2.843 1.586  0.244
H: -0.075 -2.347 0.953  0.235
H: -0.759 0.206 -1.040  0.154
H: -1.430 1.817 -0.730  0.210
H: 2.075 2.362 -1.117  0.204
H: 1.106 1.065 -1.992  0.186
H: 1.345 -0.516 -0.121  0.182
H: 2.308 0.692 0.866  0.207

The calculation puts the relative energy (zero: lowest compared OMol25 entry of this formula, charge and spin) at 104.5 kcal/mol. As for the HOMO energy: -9.12 eV. For the strongest force on any atom, the calculation gives 1.136 eV/Å. The frontier orbital gap comes out at 10.06 eV. The calculated total energy comes out at -288.615518 Ha. Its structure (SMILES) is CC#CCN1CC1.